Record 1
A cluster of 2 separate species, C6H12N2O in total in a non-equilibrium geometry, computed with ωB97M-V/def2-TZVPD.

Properties
Multiplicity = 1
Energy = -11440.8723 eV
E_HOMO = -8.651 eV
Structure (SMILES) = CN(C)C=O.C=C=NC
Maximum force = 0.0645 Eh/bohr

Last column: natural (NBO) charge in e.
Element x y z (Å)
1 O -2.0832 -1.4005 -1.1079  -0.55
2 N 0.4568 1.3306 -0.8536  -0.45
3 N -0.6540 -1.1303 0.7111  -0.53
4 C -1.0177 -1.1141 -0.6253  0.58
5 C 2.8260 0.5163 -0.7318  -0.66
6 C 1.5443 0.7629 -0.8385  0.43
7 C -0.4883 0.0254 1.5677  -0.40
8 C -1.1943 -2.2829 1.4375  -0.40
9 C -0.0724 2.3666 -1.6872  -0.42
10 H -1.0495 2.0293 -2.0422  0.22
11 H -0.4983 -2.6408 2.1963  0.19
12 H 3.4585 0.9630 0.0149  0.24
13 H 0.5156 0.4318 1.4791  0.20
14 H -0.1192 -1.1546 -1.2618  0.10
15 H -0.4140 -0.2440 2.6263  0.20
16 H 3.3609 0.0258 -1.5273  0.24
17 H -2.1126 -1.9985 1.9592  0.18
18 H -1.3085 0.7420 1.5662  0.19
19 H 0.5102 2.6083 -2.5816  0.19
20 H -0.2020 3.2507 -1.0556  0.22
21 H -1.4585 -3.0869 0.7545  0.21

Record 2
The molecule C6H12N2O in a non-equilibrium geometry, computed with ωB97M-V/def2-TZVPD.

Properties
Multiplicity = 1
Energy = -11442.0850 eV
E_HOMO = -8.710 eV
Structure (SMILES) = CN[C@H](C)[C@H]1CN1C=O
Maximum force = 0.0554 Eh/bohr

Last column: natural (NBO) charge in e.
Element x y z (Å)
1 O 3.1269 1.0813 -0.6359  -0.54
2 N 1.8871 -0.3519 0.7789  -0.45
3 N -1.3893 0.7220 0.4333  -0.65
4 C 0.4888 -0.8745 0.6214  -0.08
5 C 2.2786 0.9297 0.1793  0.54
6 C -0.6091 -0.2816 -0.2723  -0.08
7 C -1.3003 2.0923 -0.0229  -0.39
8 C -1.4723 -1.4680 -0.5162  -0.60
9 C 1.6178 -1.5323 -0.0583  -0.26
10 H -1.6947 2.0506 -1.0946  0.19
11 H -0.2724 2.4317 -0.0282  0.16
12 H -1.3513 0.6662 1.4900  0.36
13 H -2.2822 -1.2494 -1.1732  0.22
14 H 1.7833 1.8192 0.6197  0.11
15 H 2.1884 -2.4233 0.2973  0.22
16 H -0.8523 -2.2582 -0.8307  0.21
17 H 1.8711 -1.2593 -1.1171  0.21
18 H -0.3066 0.1945 -1.2486  0.21
19 H -1.9446 -1.7522 0.4580  0.20
20 H 0.0821 -1.3096 1.5403  0.22
21 H -1.8489 2.7729 0.5800  0.21

Record 3
A structure of composition C6H12N2O2 in a non-equilibrium geometry, computed with ωB97M-V/def2-TZVPD.

Properties
Multiplicity = 1
Energy = -13487.1905 eV
E_HOMO = -8.140 eV
Maximum force = 0.1160 Eh/bohr

Last column: natural (NBO) charge in e.
Element x y z (Å)
1 O 2.0044 2.2366 0.3043  -0.46
2 O -1.3333 -0.3050 -0.5137  -0.54
3 N 2.0437 1.0975 -0.1512  0.21
4 N 1.0202 0.4211 -0.4566  -0.24
5 C -0.7749 1.1863 1.3160  -0.71
6 C -0.4693 -1.4146 -0.4256  -0.06
7 C 1.9663 -1.7088 0.1457  -0.62
8 C 0.9794 -0.9399 -0.7407  -0.11
9 C -0.7837 0.9056 -0.1430  0.51
10 C -1.1295 2.0333 -1.1895  -0.65
11 H -0.9298 2.9638 -0.7564  0.23
12 H -0.3939 0.2227 1.6808  0.22
13 H -0.3407 -1.9566 0.5476  0.18
14 H 1.5455 -1.5672 1.1362  0.20
15 H 3.0554 -1.2018 0.2592  0.25
16 H 1.1950 -1.0919 -1.7798  0.20
17 H -0.8305 -2.2396 -1.1995  0.21
18 H 0.0268 1.9045 1.7621  0.27
19 H -2.2382 1.9078 -1.5604  0.22
20 H 2.0154 -2.7909 -0.1428  0.22
21 H -1.7579 1.5122 1.6669  0.23
22 H -0.7054 1.7809 -2.1102  0.23

Record 4
A structure of composition C6H12N2O2 in a non-equilibrium geometry, computed with ωB97M-V/def2-TZVPD.

Properties
Multiplicity = 1
Energy = -13487.4912 eV
E_HOMO = -9.688 eV
Maximum force = 0.1136 Eh/bohr

Last column: natural (NBO) charge in e.
Element x y z (Å)
1 O -1.0196 -2.1778 -0.3275  -0.51
2 O 0.0201 3.3097 0.1794  -0.89
3 N -1.0466 1.4782 1.7846  -0.83
4 N 0.2470 1.8876 -1.5528  -0.62
5 C 1.4568 -2.3294 -0.3669  -0.62
6 C -0.7717 0.7832 0.5314  -0.15
7 C 0.3051 -0.3043 0.6296  -0.42
8 C -0.6707 -1.4658 -1.5099  -0.10
9 C -0.4522 1.8094 -0.5300  0.52
10 C 0.2212 -1.4624 -0.3477  0.21
11 H -1.2947 -0.5992 -1.7421  0.19
12 H 1.3080 -3.2103 -1.0034  0.23
13 H -1.7210 0.3196 0.2193  0.24
14 H -0.6560 3.3363 0.8873  0.49
15 H 2.3071 -1.7554 -0.7613  0.22
16 H 0.7040 3.0889 -1.2314  0.46
17 H -0.1823 1.7244 2.2640  0.37
18 H 1.7103 -2.6598 0.6507  0.21
19 H -1.5968 0.9036 2.4132  0.38
20 H -0.4130 -2.0899 -2.3713  0.19
21 H 0.2447 -0.7411 1.6383  0.22
22 H 1.3003 0.1545 0.5463  0.23